No. 1
Computed, not measured: C14H28F2O10S2Tl as an isolated structure in a non-equilibrium geometry, with the ωB97M-V functional and the def2-TZVPD basis.

Structure (XYZ):
```
57
C14H28F2O10S2Tl the ωB97M-V functional and the def2-TZVPD basis
Tl -0.45772 -0.76758 -1.30504
F 0.99513 -1.79510 -2.78026
F -2.63829 -0.48947 -2.20235
O 0.54455 0.81842 -1.77644
C 1.73660 1.17582 -1.63570
O 2.55370 1.43980 -2.68654
C 3.86907 1.66269 -2.24647
C 3.82881 1.69600 -0.68840
C 2.36862 1.58318 -0.32209
H 4.28945 2.59483 -2.62396
H 4.48544 0.86702 -2.66491
H 4.26219 2.60257 -0.26602
H 4.29402 0.75856 -0.38359
H 2.12749 2.60905 -0.04365
H 2.26476 0.92156 0.53791
O -1.79622 -2.00276 -0.24766
C -2.44717 -1.51864 0.69589
O -2.86083 -2.07545 1.89145
C -3.61384 -1.18032 2.72838
C -3.98710 -0.02728 1.73833
C -3.09409 -0.14509 0.49516
H -2.86886 -0.98631 3.50004
H -4.44161 -1.63798 3.27009
H -3.99407 0.96245 2.19494
H -5.01715 -0.10301 1.38999
H -2.32133 0.61850 0.40647
H -3.62819 -0.09651 -0.45378
O -0.12729 -1.98703 0.05671
S 0.61057 -2.27249 1.29767
O -0.12094 -2.91899 2.42001
O 1.86812 -3.27167 0.75324
C 2.73836 -3.77803 1.76403
C 2.65785 -5.26229 1.76701
C 1.64149 -0.85955 1.84462
H 2.35461 -3.54856 2.75810
H 3.71587 -3.30501 1.85784
H 1.61993 -5.56944 1.63860
H 2.95506 -5.78753 2.67468
H 3.29571 -5.69974 0.99897
H 2.66459 -1.17065 2.05579
H 1.24317 -0.22270 2.63447
H 1.73598 -0.20090 0.98128
O -2.93882 2.55474 0.92245
S -1.88853 2.14996 -0.03155
O -1.65515 0.79488 -0.59345
O -2.19421 3.15787 -1.29777
C -1.55412 2.91925 -2.54223
C -2.59296 2.27290 -3.49871
C -0.19453 2.95107 0.37966
H -0.79868 2.13456 -2.50130
H -1.20739 3.83758 -3.01608
H -2.14128 2.38347 -4.48454
H -3.56174 2.75345 -3.63525
H -2.85669 1.26006 -3.19422
H 0.23023 2.56031 1.30432
H -0.43555 3.99479 0.58126
H 0.48270 2.64467 -0.41758
```

## Properties
HOMO-LUMO gap	7.85	eV
energy relative to the best compared isomer or geometry (same formula, charge and spin)	972.98	kJ/mol
net charge	+1
electronic energy	-2470.36589	a.u.
spin multiplicity	1

Here are the Löwdin charges for atoms 1 to 8, given in e: Tl 1.128; F -0.490; F -0.423; O -0.048; C -0.294; O 0.123; C -0.108; C -0.096

***

No. 2
Computed, not measured: C14H28FO10S2Tl as an isolated structure in a non-equilibrium geometry, with the ωB97M-V functional and the def2-TZVPD basis.

Structure (XYZ):
```
56
C14H28FO10S2Tl the ωB97M-V functional and the def2-TZVPD basis
Tl -2.47090 1.46763 0.87241
F -0.75425 1.81350 -1.19495
O -0.89280 -0.88797 0.85023
C -0.59185 -2.02416 1.16334
O 0.30645 -2.24024 2.11069
C 0.54488 -3.64383 2.34258
C -0.57406 -4.36684 1.58122
C -1.11200 -3.32384 0.59157
H 0.52608 -3.79911 3.41749
H 1.52912 -3.94909 1.98569
H -1.33802 -4.63172 2.31389
H -0.22523 -5.30143 1.15167
H -2.19539 -3.30830 0.54911
H -0.63722 -3.52626 -0.36842
O -1.34256 4.03333 0.64284
C -0.42947 4.67750 0.17343
O -0.42112 5.97316 0.25525
C 0.84079 6.53478 -0.24749
C 1.75030 5.32744 -0.30553
C 0.80949 4.17145 -0.57926
H 1.21031 7.30865 0.41574
H 0.60056 6.94192 -1.22860
H 2.31438 5.16657 0.61495
H 2.52207 5.41308 -1.07809
H 1.22577 3.23167 -0.23354
H 0.43971 4.06449 -1.61017
O -3.40410 -0.87301 -3.75853
S -2.68333 -1.02756 -2.53667
O -2.92229 -0.15923 -1.41552
O -2.89843 -2.50391 -2.02337
C -2.78797 -3.57757 -3.02229
C -2.68694 -4.89130 -2.26954
C -0.95763 -0.96701 -3.05037
H -1.92385 -3.42777 -3.66755
H -3.67783 -3.52694 -3.64382
H -3.34073 -5.62519 -2.74132
H -3.11844 -4.80365 -1.27238
H -1.67100 -5.27532 -2.23666
H -0.98592 -0.36225 -3.95068
H -0.57433 -1.97183 -3.17648
H -0.41617 -0.43391 -2.26838
O 1.75092 3.51008 2.99004
S 1.38142 2.21165 2.55416
O 0.07538 1.96646 1.98148
O 2.47896 1.76229 1.49975
C 2.17776 0.62828 0.66286
C 3.47565 0.06153 0.10731
C 1.61974 1.05439 3.88996
H 1.55766 0.98252 -0.16207
H 1.67806 -0.20554 1.16240
H 3.98841 0.81485 -0.49076
H 3.18632 -0.71860 -0.60030
H 4.13003 -0.34908 0.87090
H 0.83847 1.26929 4.61653
H 2.62000 1.26775 4.25439
H 1.45514 0.04820 3.51086
```

## Properties
HOMO-LUMO gap	3.33	eV
energy relative to the best compared isomer or geometry (same formula, charge and spin)	0.00	kJ/mol
net charge	+2
electronic energy	-2370.55246	a.u.
spin multiplicity	1

Here are the natural (NBO) charges for atoms 1 to 8, given in e: Tl 1.412; F -0.451; O -0.635; C 0.833; O -0.463; C -0.074; C -0.435; C -0.527